(1)
C5H9FO | ωB97M-V with the def2-TZVPD basis set

Values from the calculation:
ΔE to the lowest compared entry with this formula, charge and spin ... 252.0 kJ/mol
HOMO-LUMO gap ... 10.6 eV
SMILES ... C=C1OC1(C)C.F
Charge ... 0
HOMO ... -9.78 eV

Geometry as XYZ:
```
16
C5H9FO, DFT ωB97M-V with the def2-TZVPD basis set
F -3.238 -1.025 -0.516
O -1.067 0.191 -0.988
C 0.129 -0.143 -0.282
C -1.080 2.132 0.533
C -0.717 1.017 0.010
C -0.047 -1.270 0.755
C 1.506 0.025 -1.017
H -0.740 2.563 1.454
H 2.275 -0.295 -0.432
H 1.377 -0.547 -1.928
H 0.180 -2.319 0.275
H -2.546 -0.553 -0.792
H -1.009 -1.123 1.025
H -1.851 2.721 0.029
H 0.661 -1.231 1.687
H 1.619 1.197 -1.128
```

Atom-resolved charges from Löwdin, all expressed in e: -0.0358, 0.0445, -0.4122, 0.0846, -0.3211, -0.0058, 0.0252, 0.0621, 0.0325, 0.0829, 0.1218, -0.0351, 0.0228, 0.0785, 0.1233, 0.1318



(2)
C11H15OPS | ωB97M-V with the def2-TZVPD basis set

Values from the calculation:
ΔE to the lowest compared entry with this formula, charge and spin ... 334.4 kJ/mol
HOMO-LUMO gap ... 8.0 eV
SMILES ... C=C1S[P@@](C)(=C=C2CC=CO2)C[C@H]1C
Charge ... 0
HOMO ... -7.48 eV

Geometry as XYZ:
```
29
C11H15OPS, DFT ωB97M-V with the def2-TZVPD basis set
S 0.459 0.611 2.197
P -0.060 -0.392 0.398
O -3.488 0.533 -1.539
C 1.945 2.814 2.048
C 1.693 1.616 1.496
C 2.458 0.813 0.514
C -1.430 0.356 -0.337
C -2.819 -1.685 -1.223
C 0.068 -2.089 1.166
C -4.201 -1.521 -1.809
C -4.536 -0.217 -1.865
C -2.449 -0.175 -0.914
C 3.757 1.387 -0.083
C 1.359 0.382 -0.499
H -2.762 -2.278 -0.310
H -5.446 0.350 -2.198
H -4.809 -2.347 -2.120
H 2.826 3.420 1.828
H 2.784 0.019 1.183
H 1.134 -2.479 1.411
H 4.444 1.847 0.659
H 4.301 0.514 -0.324
H 1.000 1.210 -1.056
H -0.347 -2.915 0.466
H -0.466 -2.195 2.128
H 1.783 -0.316 -1.170
H -2.280 -2.225 -1.922
H 1.357 2.985 2.895
H 3.725 1.980 -1.021
```

Atom-resolved charges from Löwdin, all expressed in e: 0.7737, 0.6746, -0.0390, 0.0107, -0.6857, -0.4403, -0.1991, -0.1156, -0.2753, -0.0889, -0.1476, -0.3504, -0.0543, -0.2530, 0.1016, 0.1408, 0.0853, 0.0706, 0.1246, 0.0691, 0.0900, 0.0518, 0.0873, 0.0557, 0.0370, 0.0765, 0.0799, 0.0265, 0.0934



(3)
C3H4ClNO3S | ωB97M-V with the def2-TZVPD basis set

Values from the calculation:
Multiplicity ... 3
HOMO-LUMO gap (alpha / beta) ... 6.1 / 7.3 eV
Charge ... 0
HOMO (alpha / beta) ... -5.75 / -9.73 eV

Geometry as XYZ:
```
13
C3H4ClNO3S, DFT ωB97M-V with the def2-TZVPD basis set
Cl 0.120 2.363 1.175
S 0.407 -0.542 1.464
O -0.767 -1.304 0.310
O 1.729 1.764 -1.739
O 0.233 -1.150 2.741
N -0.575 0.903 1.469
C -0.737 -0.769 -1.002
C 0.734 -0.444 -1.294
C 1.220 0.753 -1.505
H -1.405 0.955 2.089
H -1.319 0.145 -0.920
H 1.436 -1.163 -0.953
H -1.076 -1.512 -1.835
```

Atom-resolved charges from Löwdin, all expressed in e: 0.6286, 0.9535, -0.3632, 0.1192, -0.3991, -0.7462, -0.2534, -0.0947, -0.2798, 0.0797, 0.1055, 0.0874, 0.1624



(4)
C11H64INO20 | ωB97M-V with the def2-TZVPD basis set

Values from the calculation:
HOMO-LUMO gap ... 6.8 eV
Charge ... 0
HOMO ... -7.65 eV

Geometry as XYZ:
```
97
C11H64INO20, DFT ωB97M-V with the def2-TZVPD basis set
I -0.617 -3.820 1.867
O 4.985 1.664 0.295
O 3.482 2.201 -1.891
O -0.662 1.177 5.640
O -4.672 1.447 -3.765
O -4.078 -2.792 0.814
O -4.043 2.778 4.126
O 2.719 -1.432 -5.091
O 1.856 4.530 -1.214
O 0.382 -2.906 -6.031
O -1.071 4.531 -1.103
O 2.230 -2.754 -0.971
O 2.533 -0.527 -2.484
O 1.858 1.416 4.777
O -0.624 -1.621 4.956
O -5.118 -0.986 4.559
O 4.038 -2.862 1.054
O -3.826 -3.582 -3.188
O -1.268 -4.563 -1.875
O 4.255 4.052 0.299
O 5.323 -0.315 1.669
N -0.252 0.315 0.644
C -0.970 -1.202 -1.336
C -1.915 -0.461 -3.623
C 0.373 1.614 0.974
C -3.949 0.522 1.869
C 1.839 1.547 0.799
C -1.443 -0.001 1.386
C 2.160 0.103 1.273
C 0.862 -0.613 1.210
C -2.721 0.938 1.095
C -0.812 -1.442 -2.833
C -0.355 0.121 -0.824
H -1.724 -0.479 -4.728
H -0.574 -2.308 4.239
H 4.295 1.756 -0.294
H -1.728 -1.096 1.614
H 5.737 2.152 0.127
H 0.176 2.497 0.391
H 1.518 -3.271 -0.343
H 1.878 -1.874 -5.443
H -1.034 0.010 2.401
H 5.332 0.532 1.234
H 0.826 -1.515 0.715
H 0.169 1.450 5.292
H -4.303 -0.338 1.488
H -3.230 3.154 3.854
H 0.019 2.023 2.041
H 2.724 -1.338 -4.089
H 2.422 -1.229 -1.765
H -4.738 1.333 1.617
H 2.033 1.001 5.556
H -5.558 -1.152 3.720
H 0.159 -3.700 -5.534
H -4.977 -0.143 4.947
H -4.608 3.221 3.759
H -1.682 -4.006 -2.614
H -3.829 -2.888 -3.933
H -4.392 -2.445 1.625
H 2.145 1.707 -0.162
H -1.148 -4.010 -1.056
H -1.086 0.768 -1.208
H 4.099 -1.852 1.076
H 6.216 -0.700 1.437
H 2.421 -3.475 -1.483
H -0.450 -2.012 -0.869
H -2.103 -1.180 -1.147
H 2.367 2.298 1.228
H -4.756 1.634 -4.817
H 2.363 5.301 -0.888
H 0.181 -1.013 -3.220
H -4.181 -4.379 -3.609
H -1.635 0.589 -3.469
H 2.483 3.776 -1.037
H 0.191 -1.653 5.539
H 2.673 1.601 4.433
H -3.854 0.423 2.926
H 2.465 0.161 2.410
H 3.509 -2.966 0.329
H -3.318 -3.190 1.091
H -0.960 -2.367 -3.297
H 3.439 -0.490 -2.258
H -2.358 1.962 1.017
H 0.670 -1.081 2.222
H -0.052 4.550 -1.110
H -1.139 4.838 -1.976
H 0.522 0.056 -1.227
H 3.484 4.462 0.828
H 3.934 3.031 -1.996
H -5.196 0.754 -3.570
H -0.426 -2.613 -6.455
H -0.616 0.210 5.238
H 2.713 2.146 -2.367
H 4.947 4.173 0.900
H 2.982 -0.218 0.712
H -2.877 -0.592 -3.141
H -3.059 0.926 0.022
```

Atom-resolved charges from Löwdin, all expressed in e: 0.0611, 0.0186, -0.0054, -0.1066, -0.0692, -0.0308, 0.0923, -0.1438, -0.0670, -0.0382, -0.0801, -0.0748, -0.0686, 0.0326, -0.1304, -0.0430, -0.0570, -0.0808, -0.1395, -0.0519, -0.0908, -0.1644, -0.1738, -0.0761, -0.1113, -0.1035, -0.1571, -0.1423, -0.1034, -0.1326, -0.1709, -0.1815, -0.0779, 0.0732, -0.0654, -0.0247, 0.0913, 0.0448, 0.1130, 0.1096, 0.0111, 0.1142, -0.0690, -0.0025, -0.0702, 0.0042, 0.0442, 0.1997, -0.0026, 0.0425, 0.1210, 0.0159, 0.0348, 0.0573, 0.0174, -0.1162, 0.0179, 0.0741, 0.0011, 0.0494, -0.0524, 0.1203, 0.0219, 0.0858, 0.0252, 0.0379, 0.1441, 0.0802, 0.1344, 0.0669, 0.1143, 0.0471, 0.0525, 0.0156, 0.0793, 0.0125, 0.0434, 0.1562, -0.0899, -0.1326, 0.0405, 0.0334, 0.0944, 0.1022, 0.0227, -0.0067, 0.0554, 0.1096, 0.0618, -0.0524, 0.0485, 0.0398, 0.0253, 0.0255, 0.0610, 0.0433, 0.1149



(5)
CH3F2N2P | ωB97M-V with the def2-TZVPD basis set

Values from the calculation:
ΔE to the lowest compared entry with this formula, charge and spin ... 175.6 kJ/mol
HOMO-LUMO gap ... 10.2 eV
SMILES ... [H]/N=P/F.C#N.F
Charge ... 0
HOMO ... -9.96 eV

Geometry as XYZ:
```
9
CH3F2N2P, DFT ωB97M-V with the def2-TZVPD basis set
P -1.496 0.511 0.060
F -1.283 -0.001 1.615
F -0.653 -1.284 -1.996
N -2.971 0.139 0.003
N 1.047 -0.562 -0.252
C 1.377 -1.364 0.453
H 1.916 -2.004 1.033
H -3.431 0.183 -0.816
H 0.040 -1.176 -1.437
```

Atom-resolved charges from Löwdin, all expressed in e: 0.8102, -0.3955, -0.1064, -0.2425, 0.0287, 0.0286, 0.0611, -0.0914, -0.0927



(6)
C25H21ClN2O2V | ωB97M-V with the def2-TZVPD basis set

Values from the calculation:
Multiplicity ... 3
HOMO-LUMO gap (alpha / beta) ... 5.2 / 2.9 eV
Charge ... -1
HOMO (alpha / beta) ... -3.10 / -1.99 eV

Geometry as XYZ:
```
52
C25H21ClN2O2V, DFT ωB97M-V with the def2-TZVPD basis set
V -1.355 -1.576 -1.907
Cl 0.546 -3.069 -1.664
O -0.782 -1.579 0.801
O 0.507 2.156 -1.514
N -0.007 1.800 0.680
N -0.239 0.021 -0.721
C 2.273 0.435 -4.438
C -2.906 -0.430 -2.340
C -1.440 0.803 2.443
C -1.286 -0.842 -3.975
C -3.848 1.153 2.542
C 1.965 -0.692 2.104
C -2.635 1.223 1.842
C 1.492 1.399 3.223
C 1.108 0.394 2.330
C -2.073 -2.039 -3.813
C -1.827 0.154 -3.125
C 2.667 1.279 3.977
C 2.447 -0.951 -4.671
C -3.100 -1.800 -2.833
C 3.165 -1.491 -3.574
C 3.138 -0.814 2.862
C -3.847 0.722 3.872
C 0.145 1.401 -0.639
C 2.869 0.752 -3.187
C -1.447 0.375 3.781
C 3.393 -0.446 -2.640
C -0.187 0.686 1.564
C -2.659 0.353 4.511
C -0.428 -0.407 0.543
C 3.479 0.150 3.804
H -4.776 0.670 4.415
H -2.622 1.549 0.799
H 2.916 2.052 4.708
H -2.645 0.038 5.564
H -4.774 1.437 2.041
H 3.421 -2.531 -3.455
H 0.252 2.725 0.999
H -0.522 -0.008 4.234
H -3.659 0.080 -1.725
H 3.770 -1.682 2.710
H 3.820 -0.570 -1.661
H -3.877 -2.498 -2.483
H 1.738 -1.447 1.351
H 4.352 0.014 4.419
H 2.034 -1.528 -5.480
H -1.520 1.212 -3.109
H -1.890 -2.991 -4.309
H 1.617 1.073 -5.005
H 2.744 1.681 -2.664
H -0.362 -0.687 -4.539
H 0.854 2.288 3.350
```

Atom-resolved charges from Löwdin, all expressed in e: 0.6896, -0.0479, -0.0271, 0.0574, 0.1432, 0.1219, -0.2034, -0.2296, -0.1295, -0.1072, -0.0808, 0.0139, -0.0219, -0.0573, -0.1422, -0.1797, -0.1268, -0.0819, -0.2152, -0.2257, -0.1999, -0.0707, -0.1085, -0.4946, -0.1749, -0.0135, -0.1868, -0.3072, -0.0761, -0.4981, -0.1007, 0.0880, 0.1167, 0.0976, 0.1013, 0.0978, 0.0579, 0.1550, 0.1185, 0.1166, 0.1030, 0.0554, 0.1180, 0.1198, 0.0901, 0.0550, 0.1293, 0.1196, 0.0553, 0.0529, 0.1108, 0.1228



(7)
C6H15O9Sr | ωB97M-V with the def2-TZVPD basis set

Values from the calculation:
ΔE to the lowest compared entry with this formula, charge and spin ... 912.1 kJ/mol
HOMO-LUMO gap ... 3.9 eV
Charge ... -1
HOMO ... -4.38 eV

Geometry as XYZ:
```
31
C6H15O9Sr, DFT ωB97M-V with the def2-TZVPD basis set
Sr -0.978 -0.408 -0.293
O -1.810 2.220 -3.850
O 1.359 3.048 1.213
O -3.427 0.839 -3.890
O -3.930 0.109 1.888
O 2.503 -1.286 -2.211
O 2.013 4.926 2.117
O 1.432 -2.755 2.704
O -0.081 -2.052 4.174
O -1.923 -3.782 -1.825
C 2.259 3.789 1.761
C -2.812 1.715 -4.447
C -3.158 1.887 -5.885
C 3.740 3.301 1.677
C 1.816 -3.269 4.976
C 1.008 -2.594 3.887
H -4.658 0.663 2.170
H 3.160 -1.771 -1.712
H -2.749 -3.870 -2.300
H -3.583 -0.262 2.699
H -2.354 1.626 -6.573
H 1.225 -3.261 5.892
H 3.004 -0.825 -2.884
H 2.759 -2.743 5.130
H -4.007 1.266 -6.170
H -1.487 -4.626 -1.942
H 3.652 2.221 1.566
H -3.600 2.858 -6.109
H 4.272 3.649 2.562
H 2.018 -4.327 4.809
H 4.340 3.712 0.865
```

Atom-resolved charges from Löwdin, all expressed in e: 1.7240, -0.1276, -0.1836, -0.0846, -0.0614, -0.0586, -0.0580, -0.1424, -0.1051, -0.0583, -0.7969, -0.8510, -0.0514, -0.0540, -0.0526, -0.8053, 0.0437, 0.0377, 0.0402, 0.0411, 0.0692, 0.0575, 0.0383, 0.0662, 0.0586, 0.0406, 0.0463, 0.0642, 0.0511, 0.0604, 0.0515



Largest force on an atom per entry: 5.40; 4.53; 4.19; 14.20; 4.19; 8.77; 5.10 eV/Å
Molecular weight per entry: 104.124; 226.281; 169.589; 657.524; 112.019; 467.852; 318.797 u